Molecular formula: C32H45ClN2O3Pm
Method: DFT, wB97M-V/def2-TZVPD

## Properties
* energy: -72115.101 eV
* molar mass: 686.18 g mol⁻¹
* Kohn-Sham gap (spin up / spin down): 3.68 / 4.05 eV
* 2S+1: 5
* net charge: -1

Structure (XYZ):
```
84
Properties=species:S:1:pos:R:3:forces:R:3:lowdin_charge:R:1
C 2.1428 3.5720 -0.7242 0.1 -0.2 -0.2 -0.041
C -2.4240 0.6121 3.3497 0.3 0.1 0.5 -0.406
H -1.8581 -0.0548 0.5288 -4.7 -0.2 0.5 0.032
C 0.8389 0.6196 6.1689 -0.2 0.1 0.2 -0.082
C -1.0598 -1.1893 -2.9803 -0.8 0.2 0.5 -0.246
H 1.6793 3.8466 -1.6822 0.1 -0.1 0.2 0.080
H 4.3672 0.4267 3.5062 -0.1 0.0 -0.1 0.077
C -1.7187 -0.0102 -0.9875 -0.4 -0.1 -0.1 -0.348
C -3.1488 1.9596 3.3421 0.1 0.0 -0.1 -0.078
C 0.3574 -3.7148 2.5306 -0.2 0.0 0.2 -0.029
H -0.3116 0.0779 -4.5438 0.0 0.0 0.2 0.098
C 0.3060 4.8835 0.3481 -0.7 0.2 0.0 -0.055
H -3.7784 -0.3788 4.7394 0.0 0.0 -0.1 0.069
O 0.3296 0.0833 2.5993 0.4 -0.1 0.7 -0.303
H 3.1219 0.0950 5.4911 -0.1 0.0 0.0 0.113
H 0.0195 3.0821 -3.2183 -0.2 -0.1 0.0 0.075
H 2.9356 0.2872 2.4584 0.0 0.2 0.2 0.058
C 2.7090 -1.6621 4.3871 0.0 -0.1 -0.1 -0.065
C -0.9939 -3.1578 -0.3647 1.7 1.6 1.6 -0.349
C 1.1351 0.2890 4.8547 0.1 -0.1 -0.5 -0.136
C -1.2341 0.6303 4.3092 0.1 0.0 -0.1 -0.134
O -0.9515 4.5101 -0.3238 0.4 1.2 0.0 0.029
O -0.7484 -4.4430 -0.5592 0.2 -1.1 0.2 0.022
C -0.7730 0.0505 -3.5553 0.4 -0.1 -0.8 -0.053
H 2.5917 2.5763 -0.8230 -0.1 0.2 0.0 0.020
H -2.0577 0.4194 2.3352 -0.1 0.0 0.2 0.034
H 3.1236 1.6869 3.5586 0.0 -0.2 0.0 0.068
H 2.4065 2.4420 1.6918 -0.2 0.2 0.0 0.065
H 2.8196 -3.9094 1.3339 0.0 0.2 -0.1 0.092
H -1.6190 -3.1226 -3.7903 0.1 0.1 0.0 0.077
C 1.7627 3.3274 1.7356 0.0 0.2 0.1 -0.030
H -2.8964 -2.2993 -0.3489 0.1 0.1 -0.1 0.129
H -2.8549 2.2562 -0.1665 0.1 -0.1 -0.2 0.128
H 0.7605 5.6887 -0.2448 -0.1 -0.3 0.2 0.129
C -1.4785 0.9347 5.6405 0.3 0.0 0.1 -0.078
H 0.0440 -3.0374 -3.1956 -0.2 0.1 0.0 0.086
Pm -0.0891 0.0191 0.3443 4.3 0.0 1.7 1.118
H 1.0632 -4.4094 3.0052 -0.1 0.1 0.0 0.090
Cl 2.2048 -0.0598 -0.8339 1.5 -0.1 -0.7 -0.173
H -0.6311 2.3720 -4.6962 0.0 0.1 0.2 0.075
C -0.4501 0.9471 6.5774 -0.1 0.1 0.2 -0.124
C 0.7262 -3.5338 1.0666 -0.2 0.4 -0.2 -0.540
C 2.5794 -0.1501 4.5675 -0.4 0.3 0.3 -0.374
C 2.1813 -3.1260 0.9030 0.1 0.0 -0.1 -0.062
H 2.3982 -2.1747 1.4014 -0.1 -0.2 -0.2 0.048
C 1.1056 3.5809 0.3905 -0.2 -0.2 0.2 -0.549
H -2.6571 3.1767 -1.6730 0.1 -0.1 0.1 0.120
H 0.3798 -2.7566 3.0620 0.0 -0.2 -0.1 0.072
C -1.1155 1.2606 -2.9388 -0.9 -0.2 0.7 -0.241
N 0.0566 2.5612 0.1319 -1.3 1.4 -1.1 0.080
H 1.6468 0.6115 6.9041 -0.2 0.0 -0.1 0.099
H -2.5008 1.1617 5.9462 0.2 0.0 0.0 0.098
H -0.6526 1.1993 7.6173 0.1 0.0 -0.2 0.082
H -0.3905 -2.2436 -4.7154 0.0 -0.1 0.2 0.073
H -4.2506 -0.5208 3.0290 0.1 0.0 0.0 0.067
H -2.9019 -1.4858 3.6624 -0.1 0.1 0.0 0.076
H 0.1232 -5.6618 0.8746 0.1 0.2 -0.1 0.126
H 3.7566 -1.9690 4.5065 -0.1 0.0 -0.1 0.077
H 2.9197 4.3101 -0.4881 0.0 -0.1 -0.1 0.088
C -1.6349 -1.2183 -1.7050 -0.2 -0.3 -1.6 -0.254
H 1.0027 3.1793 2.5104 0.1 0.0 -0.1 0.095
C -0.8520 2.5583 -3.6380 0.1 0.2 -0.4 -0.039
H 2.1136 -2.2017 5.1342 0.1 0.1 -0.1 0.085
H -3.5316 2.2052 4.3405 0.0 0.0 -0.2 0.064
C 0.4144 -4.7986 0.2634 -0.4 -0.2 -0.6 -0.059
C -2.1136 -2.5053 -1.0973 0.3 -0.3 0.5 -0.069
C -3.3986 -0.5098 3.7181 0.1 0.0 -0.1 -0.073
H 2.3790 -1.9645 3.3873 0.0 0.1 0.3 0.037
C -2.1514 2.4896 -0.9839 0.4 0.2 0.6 -0.055
H -0.6555 -4.1352 2.6078 0.2 0.1 0.0 0.091
C 0.0969 0.3226 3.8682 -0.4 0.1 0.1 -0.296
C -1.6739 1.2246 -1.6548 -0.4 0.5 -1.8 -0.255
H 0.0462 5.2534 1.3495 0.0 -0.1 -0.2 0.130
H -3.9942 1.9362 2.6448 0.0 0.0 0.0 0.068
H 1.2181 -5.0873 -0.4254 -0.2 0.1 0.1 0.127
C -0.7452 -2.4648 -3.7023 0.2 -0.2 -0.4 -0.041
C -0.9840 3.1923 -0.3641 1.8 -1.6 1.0 -0.357
H 2.3792 4.1957 2.0031 0.0 -0.2 0.0 0.091
C 3.2847 0.6092 3.4492 0.1 -0.1 -0.2 -0.074
N -0.1849 -2.5226 0.4574 -1.1 -1.5 -1.0 0.076
H -1.7050 3.2471 -3.5897 0.1 -0.1 0.0 0.076
H -2.4703 2.7623 3.0295 -0.1 -0.1 0.1 0.074
H 2.4192 -3.0079 -0.1600 0.0 0.1 0.2 0.067
H -2.5188 -3.2103 -1.8310 0.1 0.2 0.0 0.118
```
Forces are in eV/Å.

Molecular formula: C19H22NO3
Method: DFT, wB97M-V/def2-TZVPD

## Properties
* energy: -27685.371 eV
* molar mass: 312.39 g mol⁻¹
* energy relative to the best compared isomer or geometry (same formula, charge and spin): 3.1 kcal per mole
* Kohn-Sham gap: 6.57 eV
* net charge: +1

Structure (XYZ):
```
45
Properties=species:S:1:pos:R:3:forces:R:3:lowdin_charge:R:1
C 2.9368 3.0164 1.3181 -0.6 0.0 -0.1 -0.022
H -2.4252 3.5127 1.3483 -0.2 -0.2 0.0 0.123
C 2.7944 0.6030 1.1122 -0.1 0.1 -0.2 0.016
C 3.5494 1.7547 1.2583 0.1 -0.6 0.0 -0.043
C 1.5526 3.1262 1.2653 0.3 0.1 0.0 0.029
C -3.7961 0.3788 1.3223 0.4 0.3 -0.1 0.002
H 2.4604 0.3871 -2.1559 0.1 0.1 -0.2 0.108
H -1.5372 -1.1029 1.0591 0.3 0.3 -0.2 0.121
C 0.8010 1.9630 1.1499 -0.5 0.0 0.1 -0.137
C 0.5107 -0.4055 0.8125 -0.6 -0.4 1.2 0.073
C 1.3796 0.6836 1.0235 0.3 0.9 -0.2 -0.129
O 3.2861 -1.3015 -3.0631 0.2 0.4 -0.2 -0.069
H 3.2486 -0.3900 1.0724 0.0 0.4 -0.1 0.135
H 4.0705 -0.8917 -3.4551 -0.3 -0.2 0.1 0.100
C -3.1762 2.7262 1.3444 0.0 -0.1 -0.1 0.006
H 0.9372 -1.3773 0.5918 -0.1 0.2 0.1 0.096
C 0.8299 -3.9870 -0.3553 0.2 -0.3 -0.1 -0.237
N 1.2430 -1.9404 -1.5159 0.2 0.0 0.2 -0.096
H -4.7914 4.1313 1.4042 0.0 -0.3 0.0 0.117
H 3.5451 3.9162 1.4024 -0.2 -0.2 0.0 0.125
H 4.6349 1.6829 1.3271 -0.3 0.0 0.0 0.121
H -3.4964 -0.6698 1.3119 -0.4 0.3 0.0 0.110
H 0.1577 -0.3991 -2.3975 0.1 0.1 -0.2 0.120
H 2.1289 0.1833 -3.9345 0.0 0.2 0.3 0.123
H 0.6944 -1.6775 -3.5342 -0.1 0.2 0.1 0.128
C 0.2369 -2.9653 -1.2953 0.4 0.2 -0.5 -0.218
H 2.4850 -5.0627 -0.3886 -0.1 0.3 -0.2 0.104
C -5.5174 2.0892 1.3776 0.6 -0.1 0.1 -0.036
C -2.7803 1.3698 1.2903 -1.3 0.3 0.1 -0.140
H 2.1594 -2.3836 -1.6236 -0.4 0.1 -0.1 0.100
C 0.9812 -1.0794 -2.6501 0.0 -0.4 0.0 -0.215
O -0.5726 2.1167 1.1814 0.2 -1.6 -0.1 0.114
C 2.2485 -0.3219 -2.9682 0.0 -0.1 -0.2 -0.239
H -6.5707 2.3706 1.4111 0.3 -0.1 0.0 0.119
C -1.3843 1.0239 1.1744 0.7 1.2 0.1 -0.117
H -0.6551 -2.4875 -0.8698 -0.1 -0.3 0.0 0.109
C -0.8565 -0.2527 1.0258 0.5 -0.1 -0.4 0.051
C -4.5212 3.0763 1.3759 -0.1 -0.2 0.0 -0.047
H 0.9091 -3.5578 0.6517 -0.1 -0.3 0.1 0.108
H 0.2129 -4.8933 -0.3636 0.0 0.2 0.3 0.126
C -5.1434 0.7388 1.3612 0.2 0.0 0.0 -0.049
O 2.1364 -4.2890 -0.8563 -0.1 -0.4 0.4 -0.068
H 1.0471 4.0877 1.3102 0.1 -0.2 0.1 0.135
H -0.0449 -3.4633 -2.2404 -0.1 0.1 0.2 0.130
H -5.9086 -0.0390 1.3840 0.3 0.2 0.0 0.117
```
Forces are in eV/Å.

Molecular formula: C3H3NO2
Method: DFT, wB97M-V/def2-TZVPD

## Properties
* energy: -8742.979 eV
* molar mass: 85.06 g mol⁻¹
* energy relative to the best compared isomer or geometry (same formula, charge and spin): 49.6 kcal per mole
* Kohn-Sham gap: 11.24 eV

Structure (XYZ):
```
9
Properties=species:S:1:pos:R:3:forces:R:3:lowdin_charge:R:1
H 0.8795 -1.7898 0.0056 -0.2 -1.8 0.3 0.113
O 2.0001 -0.3286 -0.7259 0.9 0.1 -0.6 0.116
C -0.0134 0.1888 0.4279 -2.0 0.2 -2.2 -0.290
N -2.5128 -0.4304 -0.2537 -2.4 -0.5 -0.7 0.155
C -1.4556 -0.2084 0.0720 3.9 0.2 1.2 -0.154
C 1.0504 -0.7662 -0.1710 -0.9 2.1 0.0 -0.198
H -0.1469 1.7335 -0.8827 0.2 -0.7 0.5 0.123
O 0.0770 1.5461 0.0466 0.7 -0.1 0.7 -0.008
H 0.1218 0.0549 1.4812 -0.1 0.5 0.9 0.142
```
Forces are in eV/Å.